No. 1
{"formula": "C29H46BrHgN3P2S", "method": "wB97M-V/def2-TZVPD", "species": ["Hg", "Br", "S", "P", "P", "N", "N", "N", "C", "C", "C", "C", "C", "C", "C", "C", "C", "C", "C", "C", "C", "C", "C", "C", "C", "C", "C", "C", "C", "C", "C", "C", "C", "C", "C", "C", "C", "H", "H", "H", "H", "H", "H", "H", "H", "H", "H", "H", "H", "H", "H", "H", "H", "H", "H", "H", "H", "H", "H", "H", "H", "H", "H", "H", "H", "H", "H", "H", "H", "H", "H", "H", "H", "H", "H", "H", "H", "H", "H", "H", "H", "H", "H"], "positions_angstrom": [[0.0104, -0.0086, 1.0821], [1.5015, -1.2148, 2.7549], [-0.0401, 0.3198, 3.3481], [6.2227, -0.9494, 0.0228], [-0.4453, -2.0559, 0.0641], [-0.0953, -0.3951, 5.8860], [-0.0217, 1.7948, 5.4324], [-7.2365, 5.7325, -5.8319], [5.0541, -1.7355, 1.2728], [-1.5354, -4.4548, 1.3426], [-6.8539, 4.4579, -6.0364], [6.6829, 1.8526, -0.2965], [-6.0802, 5.6390, -3.7072], [-2.8514, 2.3285, -2.1039], [-0.3838, -3.4420, 1.3023], [-3.3152, -1.4668, 0.2891], [-3.1042, 2.3780, -0.7107], [-0.0941, -1.8550, 5.7350], [-2.1747, -1.9538, -0.6132], [-6.8448, 6.2966, -4.6774], [-6.0913, 3.7111, -5.1351], [-0.0282, 1.6398, 6.7617], [5.6330, 0.8300, 0.1572], [0.6670, -2.5446, -1.3436], [0.1052, -2.5387, -2.7711], [5.7211, -2.1079, 2.6046], [-0.0804, 0.5567, 4.9286], [-0.9171, 0.8917, -1.6222], [-0.0801, 0.2857, 7.0481], [-4.8754, 3.6156, -2.9023], [-3.6704, 3.0156, -3.0990], [-2.2824, 1.7045, 0.1971], [5.9950, -2.5328, -2.3650], [-1.7380, 1.5673, -2.5332], [5.3557, -1.3737, -1.5896], [-1.1670, 0.9446, -0.2328], [-5.6752, 4.3001, -3.9167], [4.7334, 0.9051, -0.4825], [1.5584, -1.8963, -1.2556], [-2.0719, -1.3439, -1.5294], [-3.9574, 2.9523, -0.3327], [0.9274, -2.3880, -3.4930], [0.5892, -3.9414, 1.1337], [-3.8379, -2.2960, 0.7916], [5.7711, -1.2335, 3.2770], [1.0219, -3.5569, -1.0806], [5.3936, -0.4503, -2.1991], [-1.5181, 1.5114, -3.6068], [-0.3121, -2.9175, 2.2715], [6.7530, -2.4717, 2.4597], [-0.6344, -1.7385, -2.9339], [5.7084, -2.4985, -3.4315], [-5.7948, 6.1602, -2.7863], [4.2857, -1.5812, -1.3891], [-5.3179, 3.6051, -1.8981], [5.6733, -3.5116, -1.9686], [-2.4644, -3.9801, 1.7004], [-7.1782, 4.0033, -6.9829], [-0.1349, -2.3526, 6.7270], [7.7056, 1.5333, -0.0255], [-2.3851, -2.9797, -0.9666], [4.2597, -0.9883, 1.4589], [-7.1593, 7.3370, -4.5147], [0.0324, 2.6827, 4.8836], [-0.0649, 0.3152, -2.0012], [7.0974, -2.4924, -2.3068], [0.8433, -2.1908, 5.2463], [-4.0612, -0.8856, -0.2797], [-3.2373, 3.0348, -4.1081], [0.0161, 2.4592, 7.4608], [5.1554, -2.9048, 3.1206], [-5.8242, 2.6787, -5.3818], [-0.3748, -3.5013, -3.0168], [-2.9092, -0.8029, 1.0733], [4.5601, -2.6144, 0.8131], [-0.0830, -0.1620, 8.0302], [6.6561, 1.9893, -1.3919], [-1.2887, -5.2663, 2.0504], [5.3047, 1.0360, 1.1954], [6.5085, 2.8357, 0.1765], [-2.5128, 1.7704, 1.2671], [-0.9613, -2.1847, 5.1260], [-1.7368, -4.9150, 0.3616]], "forces_ev_per_angstrom": [[0.4, 1.0, -3.7], [2.1, 0.2, 2.0], [-1.1, 0.1, -1.2], [-0.5, 0.1, -0.1], [-1.4, -3.5, -1.3], [-0.3, 1.1, 0.3], [0.2, 0.0, 0.0], [0.5, -0.6, 0.6], [-0.3, 0.0, -0.2], [-0.1, -0.2, 0.0], [-0.1, 0.3, 0.1], [0.3, 0.2, -0.1], [0.0, -0.5, 0.0], [0.5, -0.5, 0.8], [0.0, 0.0, 0.0], [0.2, 0.2, 0.5], [0.1, -0.3, -0.2], [0.1, -1.0, -0.3], [0.3, -0.8, -0.8], [0.0, -0.2, -0.1], [0.3, 0.2, 0.5], [-0.2, -0.2, 1.9], [-0.3, -0.1, 0.1], [0.4, -0.3, 0.4], [-0.1, 0.0, -0.4], [0.1, -0.1, 0.2], [0.9, -1.1, 1.7], [0.0, 0.2, 0.4], [0.3, 1.2, 1.1], [1.3, -1.0, 0.6], [-1.2, 0.7, -0.6], [0.3, 0.0, -0.5], [0.1, -0.2, -0.1], [-0.2, 0.0, 0.2], [0.0, 0.2, 0.0], [-1.7, 3.2, -1.7], [-0.8, 0.9, -1.3], [0.2, 0.1, 0.3], [-0.4, -0.2, -0.1], [-0.2, -0.2, 0.6], [0.4, -0.2, -0.2], [-0.4, -0.1, 0.3], [-0.4, 0.1, 0.2], [0.3, 0.3, -0.3], [0.1, -0.3, -0.2], [-0.1, 0.3, -0.2], [0.0, -0.4, 0.3], [-0.1, 0.0, 0.5], [-0.1, -0.6, -0.3], [-0.5, 0.1, 0.0], [0.4, -0.3, 0.0], [0.1, 0.0, 0.5], [-0.1, -0.2, -0.4], [0.3, 0.2, -0.1], [0.2, 0.1, -0.3], [0.2, 0.4, -0.1], [0.4, -0.2, -0.2], [0.1, 0.2, 0.5], [-0.1, 0.7, -0.6], [-0.5, 0.1, -0.1], [0.0, 0.4, 0.0], [0.0, -0.2, -0.1], [0.2, -0.5, -0.1], [0.0, -1.2, 0.6], [-0.2, 0.3, 0.1], [-0.5, 0.0, -0.1], [-0.6, 0.3, 0.3], [0.4, -0.3, 0.2], [-0.3, 0.0, 0.3], [-0.1, 0.0, -0.1], [0.2, 0.3, -0.1], [-0.1, 0.4, 0.2], [0.1, 0.5, 0.2], [-0.4, -0.2, -0.2], [0.4, 0.3, 0.1], [0.0, -0.2, -0.2], [0.1, 0.0, 0.5], [-0.1, 0.3, -0.3], [0.3, -0.2, -0.4], [0.0, -0.4, -0.3], [0.0, 0.1, -0.3], [0.5, 0.3, 0.4], [0.1, 0.2, 0.4]], "mulliken_charge": [0.576, -0.082, -0.236, -0.017, 0.159, 0.234, 0.067, -0.570, 0.056, -1.338, -0.271, -1.148, -0.370, 1.071, 0.115, -1.213, -0.841, -0.746, -0.558, -0.313, -0.376, -0.520, -0.397, 0.025, -1.338, -1.212, 0.033, -0.230, -0.042, -0.542, -0.266, -0.443, -1.195, -0.820, 0.253, 0.114, 0.340, 0.202, -0.097, 0.231, 0.272, 0.352, 0.560, 0.361, 0.291, 0.557, 0.433, 0.352, -0.180, 0.395, 0.305, 0.355, 0.363, -0.464, 0.326, 0.296, 0.293, 0.344, 0.321, 0.341, 0.648, -0.280, 0.347, 0.264, 0.610, 0.354, 0.317, 0.341, 0.359, 0.445, 0.312, 0.383, 0.381, 0.156, 0.455, 0.439, 0.280, 0.405, 0.407, 0.340, 0.212, 0.326, 0.328], "charge": 2, "lumo_energy_ev": [-8.70, -8.70], "gap_ev": [3.6091, 3.6081], "largest_force_ev_per_a": 4.00, "homo_energy_ha": [-0.4523, -0.4523]}



No. 2
{"formula": "C41H39BrFN5O4SSeTi", "method": "wB97M-V/def2-TZVPD", "species": ["Br", "Se", "Ti", "S", "F", "O", "O", "O", "O", "N", "N", "N", "N", "N", "C", "C", "C", "C", "C", "C", "C", "C", "C", "C", "C", "C", "C", "C", "C", "C", "C", "C", "C", "C", "C", "C", "C", "C", "C", "C", "C", "C", "C", "C", "C", "C", "C", "C", "C", "C", "C", "C", "C", "C", "C", "H", "H", "H", "H", "H", "H", "H", "H", "H", "H", "H", "H", "H", "H", "H", "H", "H", "H", "H", "H", "H", "H", "H", "H", "H", "H", "H", "H", "H", "H", "H", "H", "H", "H", "H", "H", "H", "H", "H"], "positions_angstrom": [[-2.9266, 5.7500, -6.8436], [-1.0841, 2.6290, -0.2770], [-0.1454, 0.2845, -0.9330], [2.2518, 1.4215, 1.5457], [0.2136, -2.1653, -2.6064], [-0.7062, -0.3062, -4.5624], [2.6410, 2.7518, 1.1817], [1.3153, 1.1750, 2.6036], [-1.0364, 0.7461, -2.6109], [-0.8816, -1.4344, -0.2310], [3.6643, 1.0295, -0.9999], [7.1079, -1.5967, 3.1580], [1.6638, 0.1643, -1.9213], [1.6451, 0.6081, 0.2460], [-1.3479, -1.1893, 3.9549], [0.5119, -4.3709, 1.5112], [-2.3393, -0.7095, 3.1300], [6.0991, 0.3251, 2.0845], [-2.0823, 3.0411, -6.6533], [3.5783, -0.6682, 2.6647], [5.9730, -0.8955, 2.7463], [-0.1262, -1.9821, 2.0263], [-0.2582, -1.8375, 3.3993], [-2.6702, -4.6037, -1.0388], [1.8856, -2.6048, 0.3934], [-1.1507, -4.0607, -2.8063], [-1.6580, 1.9097, -5.9774], [-2.0234, 4.6765, 1.4100], [-1.3948, 2.7273, 2.6458], [-3.6667, -0.3349, -0.5098], [3.5302, 0.3990, -3.3304], [3.7131, 0.5338, 1.9842], [2.3869, 0.6251, -0.8789], [4.9745, 1.0322, 1.6980], [-2.3074, 4.6397, 3.7992], [4.1960, 0.8989, -2.2050], [-1.1018, -1.3837, 1.1900], [-2.3503, 4.1889, -5.9227], [-1.7940, 3.3506, 3.8182], [4.7000, -1.3844, 3.0382], [-4.1070, 0.9800, 1.5090], [-2.4197, 5.2985, 2.5833], [-2.2753, -3.4678, -0.3472], [1.0135, -2.9214, 1.6048], [-2.2115, 4.2270, -4.5474], [-1.5003, 3.3814, 1.4226], [-3.5607, -0.3682, 1.0154], [-0.7695, -2.9459, -2.0956], [-1.3176, -2.5897, -0.8648], [-2.1188, -4.9063, -2.2754], [-2.2579, -0.7883, 1.7344], [2.2132, 0.0438, -3.1323], [-1.5120, 1.9252, -4.5936], [-1.7946, 3.0820, -3.8802], [-1.0376, 0.6674, -3.9000], [-2.4317, -5.7839, -2.8225], [1.3304, -2.6167, -0.5387], [2.5889, -1.0243, 2.9122], [-4.6782, 0.0046, -0.7504], [7.0853, 0.7165, 1.8688], [-1.6992, 3.0877, -2.8018], [-2.9887, 0.3932, -0.9536], [-3.9984, 1.1520, 2.5771], [-3.2186, -0.2664, 3.5772], [-5.1685, 1.0389, 1.2651], [-2.1209, 5.1970, 0.4661], [-0.0407, -4.5435, 0.5904], [-2.4283, 5.1322, -3.9990], [2.6624, -3.3717, 0.3269], [0.5035, -2.2588, 4.0465], [-0.6796, -4.2483, -3.7603], [-1.4325, -1.0799, 5.0287], [-2.7074, -3.2512, 0.6212], [-2.2017, 3.0358, -7.7275], [1.5635, -0.3300, -3.9168], [5.0595, 1.9673, 1.1674], [-2.6184, 5.1226, 4.7172], [-1.0013, 1.7245, 2.6806], [1.6876, -2.9057, 2.4705], [1.3623, -5.0555, 1.5218], [6.9658, -2.5848, 3.2969], [-1.6988, 2.8159, 4.7556], [4.5944, -2.3232, 3.5683], [2.3797, -1.6398, 0.4856], [-3.4163, -5.2542, -0.6024], [4.0082, 0.3132, -4.2921], [-3.5990, 1.7915, 0.9915], [-3.5279, -1.2983, -0.9891], [7.9426, -1.4024, 2.6270], [-0.1417, -4.6232, 2.3474], [5.2318, 1.2148, -2.2999], [-4.2635, -1.1441, 1.3552], [-1.4298, 0.9961, -6.5082], [-2.8191, 6.3045, 2.5427]], "forces_ev_per_angstrom": [[0.0, 0.0, 0.0], [-0.2, -0.1, -0.3], [-0.8, -0.2, 1.1], [-0.3, -0.4, -0.1], [-0.1, 0.0, 0.1], [0.0, 0.1, 0.0], [0.0, 0.1, 0.2], [-0.1, 0.2, 0.1], [-0.3, 0.0, -0.3], [-0.3, 0.0, 0.1], [0.0, -0.1, -0.2], [0.1, 0.0, 0.0], [0.5, -0.2, -0.6], [0.7, 0.6, 0.1], [0.1, 0.0, 0.0], [0.0, 0.0, 0.0], [0.0, 0.0, 0.0], [-0.1, 0.0, 0.0], [0.0, 0.0, 0.0], [0.1, 0.1, 0.1], [0.0, -0.1, 0.0], [0.0, 0.0, 0.0], [-0.1, 0.0, 0.0], [0.1, 0.1, 0.0], [0.1, 0.0, 0.0], [0.0, 0.0, 0.1], [0.0, 0.1, 0.1], [0.0, 0.0, 0.0], [0.0, -0.1, -0.1], [0.0, 0.0, 0.0], [-0.1, 0.1, 0.4], [0.1, -0.1, 0.1], [0.5, 0.0, -0.4], [0.0, -0.1, 0.0], [0.0, -0.1, 0.0], [0.0, 0.0, -0.1], [0.0, -0.1, -0.3], [0.0, 0.0, 0.0], [0.0, 0.0, 0.0], [0.0, 0.0, 0.0], [0.0, 0.0, 0.0], [0.0, 0.0, 0.0], [-0.1, -0.1, 0.0], [0.0, 0.0, 0.1], [0.0, 0.0, 0.0], [0.1, 0.1, 0.2], [0.0, -0.1, 0.1], [0.0, -0.2, -0.3], [0.2, 0.3, 0.0], [0.0, 0.1, 0.0], [0.0, 0.0, 0.1], [-0.1, 0.1, 0.2], [0.0, -0.1, -0.1], [-0.1, 0.0, -0.1], [0.0, 0.0, -0.1], [0.0, 0.0, 0.0], [0.0, 0.0, 0.0], [-0.1, 0.0, 0.0], [0.0, 0.0, 0.0], [0.1, 0.0, 0.0], [0.0, 0.0, 0.0], [0.0, 0.0, 0.0], [0.0, 0.0, 0.0], [0.0, 0.0, 0.0], [-0.1, 0.0, 0.0], [0.0, 0.0, 0.0], [-0.1, 0.0, -0.1], [0.0, 0.0, 0.0], [0.0, 0.0, 0.0], [0.0, 0.0, 0.0], [0.0, 0.0, -0.1], [0.0, 0.0, 0.0], [0.0, 0.0, 0.0], [0.0, 0.0, 0.0], [0.0, 0.0, 0.0], [0.0, 0.1, 0.0], [0.0, 0.0, 0.0], [0.1, -0.1, 0.0], [0.0, 0.0, -0.1], [0.0, 0.0, 0.0], [0.0, 0.0, 0.0], [0.0, 0.0, 0.0], [0.0, 0.0, 0.0], [-0.1, -0.1, 0.0], [0.0, 0.0, 0.0], [0.0, 0.0, 0.0], [0.0, 0.0, 0.0], [0.1, -0.1, 0.0], [-0.1, 0.0, 0.0], [0.0, 0.0, 0.0], [0.0, 0.0, 0.1], [0.0, 0.1, 0.0], [0.0, 0.0, 0.0], [0.0, 0.0, 0.0]], "mulliken_spin": [0.000, 0.001, 0.954, 0.018, 0.005, 0.006, 0.000, -0.003, 0.020, 0.010, -0.002, 0.000, -0.018, -0.027, 0.003, 0.001, 0.002, 0.000, 0.000, -0.001, 0.000, 0.002, 0.005, 0.001, 0.026, 0.001, 0.001, 0.000, 0.009, 0.003, -0.002, 0.004, -0.006, 0.001, 0.000, 0.002, -0.044, 0.001, 0.000, 0.000, 0.002, 0.000, -0.005, -0.017, 0.001, -0.008, -0.008, 0.002, 0.029, -0.002, 0.021, 0.010, -0.001, 0.008, 0.001, 0.000, 0.000, 0.000, 0.000, 0.000, -0.007, -0.002, 0.000, 0.000, 0.000, 0.000, 0.000, 0.000, 0.000, 0.000, 0.000, 0.000, 0.000, 0.000, 0.000, 0.000, 0.000, 0.010, -0.001, 0.000, 0.000, 0.000, 0.000, -0.004, 0.000, 0.000, -0.003, 0.001, 0.000, 0.000, 0.000, 0.000, 0.000, 0.000], "charge": -1, "lumo_energy_ev": [2.34, 2.34], "gap_ev": [6.7843, 6.8960], "largest_force_ev_per_a": 1.37, "spin_multiplicity": 2, "homo_energy_ha": [-0.1633, -0.1674]}